The following is a quantum chemistry calculation of the molecule C5H8F2OS in a non-equilibrium geometry, from the OMol25 dataset.

Summary:
* HOMO energy: -8.836 eV
* relative energy (zero: lowest compared OMol25 entry of this formula, charge and spin): 101.5 kJ/mol
* HOMO-LUMO gap: 8.66 eV
* energy: -23628.722 eV

XYZ file:
```
17
Properties=species:S:1:pos:R:3:forces:R:3
C 1.0855 0.0562 -0.2592 1.1 1.2 2.6
C -1.5235 -0.1235 -0.8303 0.8 -0.7 0.2
C 2.4833 -0.5471 0.2130 -2.8 -2.8 1.0
C 1.1146 1.5307 0.4328 -1.9 0.3 -1.0
C -2.8976 -0.6266 -0.6208 -1.6 1.1 -1.0
O -3.2201 -1.0684 0.6737 -0.4 -0.3 0.2
F 2.8642 -1.4665 -0.7080 0.3 -0.4 -0.8
F 3.4035 0.3922 0.2336 1.3 0.5 0.3
S -0.4753 -0.8198 0.2744 0.5 0.9 -0.7
H 1.0944 -0.0523 -1.3350 -0.1 0.8 -0.2
H 2.4551 -1.1997 1.1744 0.0 1.7 -1.0
H 0.8410 1.4939 1.5571 0.1 -0.2 -1.9
H 0.4015 2.2912 -0.1519 1.5 -1.8 1.5
H 2.1535 1.8646 0.3911 -0.6 0.4 -0.2
H -3.0213 -1.5158 -1.2445 0.2 0.1 -0.4
H -3.6942 0.1219 -1.0571 1.4 -1.1 1.0
H -3.0645 -0.3310 1.2566 0.0 0.3 0.5
```
Forces are in eV/Å.